No. 1
C5H9NO as an isolated structure, computed with ωB97M-V/def2-TZVPD.

Multiplicity ... 1
Molar mass ... 99.13 g mol⁻¹
Total charge ... 0
E_tot ... -325.792935 Eh
LUMO level ... 0.82 eV

Positions of all 16 atoms, in Å:
C -0.856 -1.137 0.524
C 0.115 -0.102 -0.047
C 0.993 -0.704 -1.140
C -0.591 1.191 -0.476
O -0.403 2.090 0.648
C 0.583 1.617 1.423
N 0.985 0.398 1.062
H -0.305 -1.957 0.996
H -1.481 -1.555 -0.275
H -1.516 -0.684 1.273
H 0.380 -1.045 -1.983
H 1.713 0.034 -1.507
H 1.551 -1.562 -0.749
H -0.129 1.646 -1.359
H -1.666 1.079 -0.638
H 0.629 0.680 2.266

***

No. 2
A 4-piece molecular cluster, C4H16NO3 overall in a non-equilibrium geometry, computed with ωB97M-V/def2-TZVPD.

Multiplicity ... 1
Molar mass ... 126.18 g mol⁻¹
Total charge ... +1
E_tot ... -442.149621 Eh
LUMO level ... -4.80 eV

Positions of all 24 atoms, in Å:
C -1.664 -0.634 -0.114
C -1.476 0.629 0.550
C -0.781 1.929 -0.125
C -0.118 1.532 -2.410
N 0.233 1.523 -1.118
H -0.919 -0.623 -0.982
H -2.652 -0.884 -0.622
H -1.314 -1.397 0.704
H -1.125 0.627 1.628
H -2.583 0.917 0.845
H -0.343 2.690 0.589
H -1.507 2.457 -0.786
H -1.087 1.737 -2.771
H 0.555 1.375 -3.227
H 1.197 1.400 -0.865
H 1.221 -3.543 0.503
H 2.732 -2.971 0.296
O 1.825 -2.773 0.365
H -0.064 -1.374 3.481
H 0.694 0.007 3.504
O 0.172 -0.584 2.982
H 1.853 -1.051 -0.428
H 3.043 -0.485 -0.927
O 2.109 -0.501 -1.073

***

No. 3
C63H54GeNO6PSSiTi as an isolated structure in a non-equilibrium geometry, computed with ωB97M-V/def2-TZVPD.

Multiplicity ... 2
Molar mass ... 1132.73 g mol⁻¹
Total charge ... -1
E_tot ... -6894.858559 Eh
LUMO level (spin up / spin down) ... 1.85 / 1.85 eV

Positions of all 129 atoms, in Å:
Ti -0.232 -0.316 0.190
C 5.978 1.480 3.802
C 5.250 0.302 3.886
C 4.193 0.077 3.011
C 3.850 1.029 2.050
C 4.586 2.209 1.972
C 5.646 2.429 2.843
P 2.381 0.671 1.010
C 2.704 1.807 -0.404
C 3.891 1.652 -1.126
C 4.139 2.432 -2.246
C 3.201 3.369 -2.667
C 2.013 3.517 -1.967
C 1.769 2.736 -0.843
C 1.089 1.560 1.974
C 1.363 2.413 3.049
C 0.322 2.920 3.812
C -0.989 2.584 3.503
C -1.259 1.752 2.428
C -0.231 1.204 1.654
H 6.803 1.661 4.483
H 5.506 -0.451 4.624
H 3.620 -0.842 3.074
H 4.331 2.959 1.234
H 6.220 3.346 2.767
H 4.617 0.906 -0.815
H 5.060 2.292 -2.803
H 3.390 3.975 -3.547
H 1.268 4.231 -2.302
H 0.846 2.840 -0.296
H 2.386 2.666 3.297
H 0.535 3.573 4.653
H -1.807 2.973 4.102
H -2.294 1.523 2.207
C -2.821 -2.917 -2.487
S -1.444 -1.896 -2.003
C -0.215 -3.199 -2.185
O -1.645 -1.731 -0.473
H -2.927 -3.721 -1.754
H -2.602 -3.306 -3.485
H -3.715 -2.291 -2.510
H 0.336 -3.032 -3.111
H -0.702 -4.173 -2.179
H 0.465 -3.107 -1.350
O 1.559 0.164 -3.325
C 1.720 -0.426 -2.288
O 0.687 -0.378 -1.335
C 2.881 -1.224 -1.963
C 3.045 -1.992 -0.777
C 4.182 -2.722 -0.548
C 5.225 -2.724 -1.506
C 5.083 -1.961 -2.693
C 3.943 -1.238 -2.907
N 6.379 -3.478 -1.289
O 7.287 -3.460 -2.154
O 6.474 -4.153 -0.235
H 2.270 -2.011 -0.027
H 4.308 -3.304 0.355
H 5.894 -1.971 -3.408
H 3.823 -0.645 -3.807
C -1.150 3.366 -5.320
C -1.082 1.988 -5.162
C -1.275 1.418 -3.909
C -1.549 2.198 -2.783
C -1.626 3.584 -2.968
C -1.428 4.164 -4.219
Ge -1.905 1.391 -0.997
C -2.584 2.982 0.005
C -3.898 3.053 0.474
C -4.336 4.120 1.258
C -3.467 5.152 1.586
C -2.162 5.117 1.110
C -1.731 4.045 0.335
C -3.647 0.463 -1.373
C -4.304 -0.204 -0.330
C -5.521 -0.847 -0.521
C -6.118 -0.840 -1.780
C -5.489 -0.181 -2.829
C -4.267 0.462 -2.625
H -0.984 3.816 -6.293
H -0.864 1.351 -6.013
H -1.193 0.345 -3.813
H -1.860 4.224 -2.126
H -1.497 5.241 -4.331
H -4.601 2.265 0.225
H -5.364 4.144 1.608
H -3.801 5.977 2.207
H -1.473 5.922 1.345
H -0.705 4.048 -0.015
H -3.849 -0.225 0.657
H -6.003 -1.352 0.310
H -7.066 -1.341 -1.939
H -5.954 -0.159 -3.810
H -3.798 0.979 -3.455
O 0.172 -1.622 1.493
Si -0.074 -2.530 2.816
C -1.805 -2.260 3.516
C -2.677 -1.334 2.938
C -3.941 -1.093 3.463
C -4.360 -1.790 4.588
C -3.516 -2.729 5.175
C -2.254 -2.959 4.643
C 1.115 -2.039 4.177
C 2.281 -2.755 4.481
C 3.139 -2.333 5.492
C 2.858 -1.170 6.199
C 1.719 -0.431 5.895
C 0.853 -0.867 4.899
C 0.044 -4.365 2.486
C 0.366 -5.283 3.494
C 0.360 -6.652 3.246
C 0.033 -7.129 1.983
C -0.297 -6.234 0.971
C -0.296 -4.869 1.226
H -2.353 -0.802 2.057
H -4.601 -0.362 3.005
H -5.342 -1.604 5.008
H -3.845 -3.278 6.051
H -1.603 -3.695 5.112
H 2.525 -3.654 3.920
H 4.030 -2.908 5.721
H 3.529 -0.832 6.981
H 1.504 0.484 6.436
H -0.038 -0.282 4.672
H 0.625 -4.926 4.488
H 0.616 -7.346 4.039
H 0.034 -8.194 1.785
H -0.553 -6.605 -0.015
H -0.576 -4.173 0.438

***

No. 4
A 2-piece molecular cluster, C2H8N overall in a non-equilibrium geometry, computed with ωB97M-V/def2-TZVPD.

Multiplicity ... 2
Molar mass ... 46.09 g mol⁻¹
Total charge ... +2
E_tot ... -134.896758 Eh
LUMO level (spin up / spin down) ... -11.32 / -14.98 eV

Positions of all 11 atoms, in Å:
N -0.257 -0.393 -1.565
H -0.198 -1.238 -0.979
H -1.041 -0.617 -2.197
H -0.170 0.347 -0.866
H 0.598 -0.417 -2.146
C -0.414 0.743 1.256
C 0.801 0.103 1.528
H -0.470 1.693 0.693
H -1.376 0.244 1.328
H 1.767 0.501 1.210
H 0.761 -0.966 1.738

***

Repeat the first record exactly.
C5H9NO as an isolated structure, computed with ωB97M-V/def2-TZVPD.

Multiplicity ... 1
Molar mass ... 99.13 g mol⁻¹
Total charge ... 0
E_tot ... -325.792935 Eh
LUMO level ... 0.82 eV

Positions of all 16 atoms, in Å:
C -0.856 -1.137 0.524
C 0.115 -0.102 -0.047
C 0.993 -0.704 -1.140
C -0.591 1.191 -0.476
O -0.403 2.090 0.648
C 0.583 1.617 1.423
N 0.985 0.398 1.062
H -0.305 -1.957 0.996
H -1.481 -1.555 -0.275
H -1.516 -0.684 1.273
H 0.380 -1.045 -1.983
H 1.713 0.034 -1.507
H 1.551 -1.562 -0.749
H -0.129 1.646 -1.359
H -1.666 1.079 -0.638
H 0.629 0.680 2.266